# 1
{"formula": "C39H47BF9N4PSbSr", "method": "ωB97M-V/def2-TZVPD", "e_tot_ev": -88960.069, "fmax_ha_per_bohr": 0.0409, "gap_ha": 0.300, "charge": 1, "e_homo_ev": -11.30, "relative_energy_kcal_mol": 30.5, "species": ["Sr", "B", "N", "C", "C", "C", "N", "N", "C", "C", "C", "N", "H", "H", "H", "H", "H", "H", "H", "H", "F", "C", "F", "F", "C", "C", "C", "C", "C", "C", "P", "C", "C", "C", "C", "C", "C", "C", "F", "F", "F", "C", "C", "C", "C", "C", "C", "C", "F", "F", "F", "H", "H", "H", "H", "H", "H", "H", "H", "H", "H", "H", "H", "C", "C", "C", "C", "Sb", "C", "C", "C", "C", "C", "C", "C", "C", "H", "H", "H", "H", "H", "H", "H", "H", "H", "H", "H", "H", "H", "H", "H", "H", "H", "H", "H", "H", "H", "H", "H", "H", "H", "H", "H"], "positions_angstrom": [[-0.5554, -0.3454, -0.6346], [-0.1622, 2.3583, 2.0606], [-0.1448, 0.8443, 2.4360], [-0.1402, 0.5006, 3.7263], [-0.3521, -0.8647, 3.8288], [-0.4673, -1.2876, 2.5143], [-0.3344, -0.2436, 1.6831], [-0.2565, 2.7387, 0.5552], [-0.2725, 4.0251, 0.2016], [-0.3487, 4.1095, -1.1794], [-0.3778, 2.7893, -1.5959], [-0.3217, 1.9709, -0.5342], [-1.1327, 2.8161, 2.5897], [0.8621, 2.8173, 2.4680], [0.0072, 1.2276, 4.4973], [-0.4339, -1.4460, 4.7236], [-0.6268, -2.2829, 2.1337], [-0.2298, 4.8105, 0.9275], [-0.3757, 4.9947, -1.7810], [-0.4357, 2.3987, -2.6008], [8.3390, -0.9283, -4.8218], [8.3850, -0.7684, -3.4961], [9.0860, 0.3522, -3.2586], [9.1102, -1.7874, -3.0052], [7.0205, -0.7114, -2.8581], [6.9578, -0.6031, -1.4729], [5.7283, -0.5574, -0.8502], [4.5567, -0.6262, -1.6026], [4.6307, -0.7189, -2.9868], [5.8631, -0.7636, -3.6196], [2.9269, -0.5315, -0.7429], [3.1915, 1.0994, 0.0567], [3.7567, 1.3134, 1.3091], [3.8379, 2.5967, 1.8196], [3.3890, 3.6665, 1.0609], [2.9029, 3.4740, -0.2259], [2.7934, 2.1893, -0.7155], [3.4251, 5.0678, 1.6066], [3.6651, 5.1144, 2.9195], [4.3701, 5.8096, 1.0053], [2.2592, 5.7039, 1.3996], [3.1807, -1.7267, 0.6172], [2.5598, -1.4933, 1.8426], [2.5862, -2.4533, 2.8363], [3.1988, -3.6732, 2.5826], [3.8424, -3.9111, 1.3739], [3.8399, -2.9355, 0.3940], [3.1116, -4.7895, 3.5899], [4.3124, -5.2432, 3.9677], [2.4450, -5.8406, 3.0723], [2.4542, -4.4342, 4.6999], [7.8696, -0.5556, -0.8965], [5.6755, -0.4709, 0.2245], [3.7261, -0.7600, -3.5786], [5.9289, -0.8406, -4.6942], [4.1241, 0.4915, 1.9061], [4.2372, 2.7701, 2.8069], [2.6010, 4.3246, -0.8172], [2.3946, 2.0183, -1.7093], [2.0469, -0.5569, 2.0116], [2.1194, -2.2697, 3.7915], [4.3291, -4.8603, 1.2075], [4.3359, -3.1182, -0.5497], [-4.0474, -3.2966, 0.4398], [-4.5536, -2.5838, -0.8038], [-4.0464, -3.2942, -2.0478], [-6.0707, -2.5497, -0.8060], [-3.6201, -0.5227, -0.7763], [-4.3928, 0.5497, 1.0696], [-4.1196, 2.0340, 0.9023], [-5.8636, 0.2956, 1.3348], [-3.5631, 0.0312, 2.2307], [-4.2549, 0.5271, -2.6833], [-5.7109, 0.2560, -3.0127], [-3.3499, -0.0005, -3.7865], [-4.0273, 2.0206, -2.5199], [-4.3674, -4.3378, 0.4271], [-4.4463, -2.8420, 1.3441], [-2.9558, -3.2881, 0.4927], [-4.3655, -4.3358, -2.0331], [-2.9548, -3.2877, -2.1015], [-4.4479, -2.8426, -2.9523], [-6.4548, -3.5701, -0.8067], [-6.4634, -2.0522, -1.6879], [-6.4647, -2.0544, 0.0762], [-4.8271, 2.4970, 0.2206], [-3.1036, 2.2189, 0.5482], [-4.2220, 2.5308, 1.8670], [-6.4878, 0.5408, 0.4777], [-6.1891, 0.9199, 2.1674], [-6.0324, -0.7403, 1.6211], [-2.5311, 0.3482, 2.1215], [-3.6009, -1.0533, 2.3254], [-3.9381, 0.4523, 3.1632], [-5.8672, -0.7848, -3.2870], [-6.0198, 0.8702, -3.8588], [-6.3591, 0.5055, -2.1738], [-3.4577, -1.0750, -3.9240], [-2.2986, 0.2296, -3.5845], [-3.6123, 0.4745, -4.7311], [-4.7654, 2.4609, -1.8560], [-4.1270, 2.5136, -3.4873], [-3.0308, 2.2430, -2.1332]], "forces_ev_per_a": [[1.3, -1.1, -1.2], [0.1, 0.1, 0.1], [0.1, 0.1, 0.4], [0.0, -0.4, 0.0], [-0.1, 0.0, -0.2], [0.0, 0.1, 0.2], [-0.1, -0.2, 0.3], [0.0, 0.4, 0.1], [-0.1, 0.0, -0.3], [0.0, -0.1, 0.0], [0.0, 0.2, 0.0], [0.0, 0.3, -0.2], [-0.1, 0.2, 0.1], [0.1, 0.2, 0.2], [0.0, 0.3, 0.1], [0.0, -0.1, 0.2], [0.0, -0.1, -0.1], [0.0, 0.1, 0.3], [0.0, 0.2, -0.1], [0.0, -0.1, 0.0], [-0.2, 0.0, -0.2], [0.2, 0.0, -0.1], [-0.1, 0.1, 0.1], [0.0, -0.1, 0.1], [0.0, 0.0, -0.1], [-0.1, 0.0, -0.1], [0.0, 0.0, -0.1], [-0.4, -0.1, -0.2], [-0.1, 0.0, 0.2], [0.4, 0.0, 0.0], [0.7, 0.2, 0.2], [-0.3, -0.1, 0.0], [-0.1, 0.0, 0.0], [0.0, 0.2, -0.1], [0.0, 0.0, 0.1], [0.1, 0.1, 0.2], [0.0, -0.1, 0.0], [0.1, 0.2, 0.0], [0.1, -0.2, 0.1], [0.1, 0.0, -0.1], [-0.3, 0.0, -0.1], [-0.2, 0.1, 0.0], [0.1, 0.0, -0.2], [0.1, -0.4, 0.0], [-0.1, 0.1, 0.1], [-0.1, 0.0, 0.1], [-0.1, 0.0, 0.0], [0.0, -0.2, 0.0], [0.2, 0.1, -0.1], [0.0, 0.0, -0.1], [-0.1, 0.2, 0.1], [0.1, 0.0, 0.1], [0.0, 0.0, 0.1], [0.0, 0.0, 0.0], [0.0, 0.0, -0.1], [0.0, -0.1, 0.0], [0.0, 0.0, 0.1], [-0.1, 0.0, -0.1], [0.0, 0.1, 0.0], [0.1, 0.0, 0.1], [-0.1, 0.0, 0.0], [0.0, -0.1, -0.1], [0.0, 0.0, 0.0], [0.1, 0.2, 0.0], [0.1, 0.6, 0.0], [0.1, 0.2, 0.0], [0.0, 0.1, 0.0], [-1.5, -0.1, -0.1], [0.0, -0.2, -0.4], [0.0, 0.0, -0.2], [0.0, -0.1, -0.2], [0.1, -0.1, -0.2], [0.0, -0.2, 0.6], [0.0, -0.1, 0.1], [0.0, -0.2, 0.2], [0.1, -0.1, 0.2], [-0.1, -0.2, 0.0], [0.0, 0.0, 0.1], [0.0, 0.0, 0.1], [-0.1, -0.2, 0.0], [0.0, 0.0, -0.1], [0.0, 0.0, -0.1], [0.0, -0.2, 0.0], [-0.1, 0.0, 0.0], [-0.1, 0.0, 0.0], [0.0, 0.1, -0.1], [0.1, 0.1, 0.0], [0.0, 0.0, 0.2], [-0.1, 0.0, -0.1], [0.0, 0.1, 0.1], [-0.1, -0.1, 0.0], [0.0, 0.0, 0.1], [0.1, -0.1, 0.0], [-0.1, 0.1, 0.1], [-0.1, -0.1, 0.0], [0.0, 0.1, -0.2], [-0.1, 0.0, 0.0], [0.1, -0.1, 0.0], [0.0, 0.0, -0.1], [0.0, 0.1, -0.1], [0.0, 0.1, 0.1], [0.0, 0.0, -0.2], [0.0, 0.1, 0.0]], "lowdin_charge": [1.173, -0.414, -0.087, -0.062, -0.041, -0.197, -0.205, -0.075, -0.080, -0.039, -0.195, -0.181, 0.083, 0.083, 0.135, 0.108, 0.117, 0.132, 0.106, 0.109, 0.149, -0.594, 0.152, 0.149, -0.103, 0.012, -0.066, -0.367, -0.077, 0.003, 1.068, -0.364, -0.068, 0.011, -0.111, -0.005, -0.100, -0.590, 0.152, 0.154, 0.138, -0.379, -0.109, 0.006, -0.103, 0.007, -0.064, -0.592, 0.158, 0.142, 0.144, 0.133, 0.110, 0.100, 0.124, 0.107, 0.129, 0.129, 0.099, 0.082, 0.116, 0.132, 0.113, -0.127, -0.701, -0.127, -0.100, 1.511, -0.679, -0.111, -0.106, -0.125, -0.700, -0.110, -0.131, -0.117, 0.094, 0.068, 0.064, 0.094, 0.070, 0.066, 0.096, 0.062, 0.059, 0.070, 0.061, 0.099, 0.078, 0.095, 0.067, 0.042, 0.067, 0.105, 0.066, 0.094, 0.078, 0.064, 0.058, 0.096, 0.070, 0.096, 0.052]}

# 2
{"formula": "C29H43ClF24N3O4Si", "method": "ωB97M-V/def2-TZVPD", "e_tot_ev": -129044.759, "fmax_ha_per_bohr": 0.0305, "gap_ha": 0.368, "charge": 1, "e_homo_ev": -13.39, "species": ["C", "C", "C", "C", "C", "C", "N", "Si", "C", "C", "C", "C", "N", "N", "O", "C", "C", "C", "C", "Cl", "H", "H", "H", "H", "H", "H", "H", "H", "H", "H", "H", "H", "H", "H", "H", "H", "H", "H", "H", "H", "H", "H", "H", "H", "H", "H", "H", "H", "H", "H", "H", "C", "C", "C", "F", "F", "F", "F", "O", "C", "C", "F", "F", "F", "F", "H", "H", "H", "H", "C", "C", "C", "F", "F", "F", "F", "O", "C", "C", "F", "F", "F", "F", "H", "H", "H", "H", "C", "C", "C", "F", "F", "F", "F", "O", "C", "C", "F", "F", "F", "F", "H", "H", "H", "H"], "positions_angstrom": [[2.5098, -5.0459, 0.5309], [1.6265, -4.7245, -0.6703], [1.1664, -3.2602, -0.5368], [-0.0008, -2.9583, -1.4665], [-0.7557, -1.6033, -1.2825], [-2.2826, -1.8032, -1.2082], [-2.8202, -1.8211, 0.1675], [-4.6597, -2.0549, 0.2461], [-5.0854, -2.8226, 1.9123], [-5.4322, -0.3535, 0.0743], [-5.2560, -3.2066, -1.1000], [-2.4093, -0.8045, 0.8895], [-2.8186, -0.6360, 2.1920], [-1.5063, 0.0576, 0.3185], [-1.1866, 1.1119, 1.1798], [-0.2927, -0.7646, -0.0905], [0.8970, 0.1207, -0.4782], [1.7848, 0.6087, 0.6679], [2.2523, -0.4458, 1.6472], [1.1205, -0.5847, 3.0443], [3.3226, -4.3253, 0.6045], [1.9338, -4.9469, 1.4482], [2.9262, -6.0467, 0.4895], [0.7615, -5.3802, -0.5912], [2.1602, -4.8410, -1.6074], [2.0254, -2.6674, -0.8426], [0.9146, -3.1198, 0.5096], [0.3879, -2.9610, -2.4818], [-0.7255, -3.7691, -1.4240], [-0.6251, -0.9916, -2.1711], [-2.7764, -0.9859, -1.7375], [-2.5337, -2.7160, -1.7332], [-5.6233, -2.0809, 2.4948], [-5.7311, -3.6787, 1.7397], [-4.2072, -3.1472, 2.4573], [-4.9756, 0.1506, -0.7765], [-5.2637, 0.2081, 0.9876], [-6.4925, -0.4757, -0.1218], [-4.5359, -3.3811, -1.8918], [-5.5266, -4.1536, -0.6453], [-6.1632, -2.7990, -1.5374], [-3.5961, -0.0683, 2.4823], [-2.3454, -1.1608, 2.9126], [-0.6903, 0.7425, 1.9360], [-0.0586, -1.3629, 0.7848], [0.5039, 1.0078, -0.9724], [1.4607, -0.4233, -1.2294], [2.6729, 1.0676, 0.2351], [1.2823, 1.4057, 1.2034], [2.3844, -1.4268, 1.2127], [3.2069, -0.1626, 2.0724], [8.0523, -4.3288, -1.9567], [9.3010, -3.6901, -1.3281], [9.5922, -3.9845, 0.1457], [8.5926, -3.5527, 0.9455], [10.7209, -3.3341, 0.5004], [9.2938, -2.3572, -1.5482], [10.3618, -4.2085, -2.0065], [6.8770, -3.5369, -2.0813], [5.9389, -3.4335, -1.0917], [5.7941, -2.0001, -0.5667], [6.9527, -1.5282, -0.0898], [4.8785, -1.9986, 0.4445], [6.1332, -4.3237, -0.0984], [4.7331, -3.7310, -1.6472], [8.3375, -4.5142, -2.9905], [7.8376, -5.3055, -1.5238], [9.7414, -5.0566, 0.3011], [5.4413, -1.3450, -1.3665], [-7.1126, 3.6341, -1.5815], [-7.8853, 4.9368, -1.3171], [-8.7185, 5.0283, -0.0355], [-9.6847, 4.0877, 0.0001], [-9.3089, 6.2414, 0.0079], [-8.6360, 5.2492, -2.3926], [-6.9348, 5.9065, -1.1873], [-7.6670, 2.6796, -2.4739], [-8.5459, 1.7017, -2.0756], [-9.9308, 1.8522, -2.7145], [-10.4567, 3.0568, -2.4401], [-10.7419, 0.8973, -2.2039], [-8.6186, 1.6139, -0.7283], [-8.0328, 0.5222, -2.5096], [-6.2108, 3.9608, -2.0966], [-6.7792, 3.1722, -0.6515], [-8.0783, 4.9196, 0.8452], [-9.8584, 1.7297, -3.7976], [4.0657, 4.5786, 3.1061], [3.3865, 5.9544, 3.2061], [2.1480, 6.2049, 2.3417], [2.4239, 6.0982, 1.0252], [1.7007, 7.4573, 2.5768], [4.2960, 6.9317, 3.0209], [2.9386, 6.0519, 4.4912], [5.2223, 4.4433, 2.2976], [5.1721, 4.1578, 0.9554], [5.7625, 5.2808, 0.0955], [5.1273, 6.4440, 0.3200], [5.6059, 4.9489, -1.2078], [3.9296, 3.8125, 0.5444], [5.9578, 3.0725, 0.7587], [4.4419, 4.3945, 4.1110], [3.3396, 3.7890, 2.9073], [1.3538, 5.4978, 2.6002], [6.8250, 5.4014, 0.3163]], "forces_ev_per_a": [[0.2, 0.2, -0.2], [-0.1, 0.5, 1.0], [-0.1, -0.9, -0.7], [0.0, 0.6, 0.0], [-0.3, -0.4, 0.4], [0.3, 0.0, -0.2], [-0.2, 0.4, -0.7], [-1.0, -0.8, 0.9], [0.2, 0.4, -0.7], [0.8, -0.7, -0.2], [0.4, 0.3, 0.2], [0.0, 0.1, -0.1], [-0.3, -0.1, 0.3], [0.6, -0.3, 1.3], [0.1, 0.1, -0.4], [0.0, 0.5, -0.9], [-0.5, 0.3, 0.4], [0.1, -0.1, -0.4], [0.3, 0.3, 0.1], [-0.2, -0.2, 0.0], [0.2, -0.1, 0.0], [-0.1, -0.1, 0.1], [0.1, -0.1, 0.0], [-0.1, -0.1, -0.5], [-0.1, -0.3, -0.2], [0.1, 0.4, 0.4], [0.0, 0.3, 0.2], [0.0, -0.2, -0.2], [-0.1, -0.1, 0.1], [0.2, 0.1, -0.1], [0.0, 0.2, 0.0], [-0.2, -0.2, 0.2], [-0.1, 0.0, 0.3], [-0.1, -0.1, 0.1], [0.1, -0.1, 0.1], [-0.1, 0.3, 0.0], [-0.2, 0.3, 0.0], [-0.2, 0.1, 0.1], [-0.1, -0.1, -0.2], [0.1, -0.2, 0.0], [-0.1, 0.1, -0.1], [0.2, 0.2, -0.2], [-0.1, -0.1, -0.2], [-0.1, -0.1, 0.0], [0.1, -0.2, 0.0], [-0.1, 0.0, -0.2], [0.3, -0.1, 0.0], [0.1, 0.0, -0.1], [0.0, 0.2, 0.1], [-0.2, -0.2, -0.1], [0.1, 0.0, 0.2], [-0.1, -0.5, -0.4], [-0.2, 0.4, -0.1], [0.2, -0.1, 0.2], [-0.1, 0.0, -0.1], [-0.1, 0.0, 0.0], [-0.1, -0.1, 0.1], [0.0, -0.1, 0.0], [0.1, 0.5, 0.5], [0.2, -0.6, -0.3], [0.0, 0.2, 0.0], [0.0, -0.1, 0.1], [0.0, 0.0, -0.1], [0.1, 0.3, -0.1], [-0.1, 0.0, 0.0], [0.0, 0.1, 0.0], [0.0, 0.1, 0.2], [0.0, 0.0, 0.0], [0.0, -0.1, 0.0], [0.6, -0.2, 0.0], [-0.3, -0.1, -0.4], [-0.1, 0.2, 0.2], [0.1, -0.1, -0.1], [0.0, -0.1, 0.0], [0.0, -0.1, 0.1], [0.1, 0.0, 0.1], [-0.7, 0.2, 0.0], [0.7, 0.3, 0.3], [-0.2, -0.1, -0.2], [0.1, 0.0, 0.1], [0.1, 0.0, 0.0], [-0.1, 0.1, -0.2], [-0.1, -0.1, 0.0], [0.0, 0.0, 0.0], [-0.2, 0.0, 0.1], [0.0, 0.0, 0.0], [0.0, 0.0, 0.0], [0.1, -0.6, 0.4], [0.5, 0.2, -0.2], [-0.2, 0.1, 0.0], [0.1, -0.1, 0.0], [0.0, -0.1, 0.0], [-0.1, -0.1, -0.1], [-0.1, -0.1, 0.0], [-0.2, 0.5, -0.5], [-0.1, -0.3, 0.5], [0.2, 0.1, -0.1], [-0.1, -0.1, 0.0], [0.0, 0.0, 0.1], [0.1, 0.2, 0.1], [0.0, 0.0, -0.1], [0.0, 0.1, 0.0], [-0.1, 0.1, -0.2], [0.0, 0.0, 0.0], [0.0, 0.0, 0.0]], "lowdin_charge": [-0.102, -0.242, -0.224, -0.125, -0.213, -0.125, 0.017, 0.592, -0.157, -0.142, -0.132, -0.373, 0.172, -0.007, 0.006, -0.224, -0.117, -0.243, -0.525, 0.610, 0.053, 0.075, 0.078, 0.108, 0.107, 0.107, 0.101, 0.126, 0.110, 0.146, 0.137, 0.105, 0.033, 0.033, 0.027, 0.042, 0.027, 0.040, 0.024, 0.038, 0.045, 0.113, 0.126, 0.045, 0.098, 0.134, 0.120, 0.116, 0.092, 0.049, 0.075, -0.031, -0.444, -0.305, 0.093, 0.105, 0.137, 0.110, 0.054, -0.537, -0.277, 0.119, 0.074, 0.151, 0.124, 0.151, 0.148, 0.174, 0.176, -0.043, -0.444, -0.309, 0.098, 0.107, 0.142, 0.104, 0.046, -0.531, -0.287, 0.112, 0.102, 0.137, 0.125, 0.148, 0.140, 0.172, 0.178, -0.041, -0.445, -0.310, 0.096, 0.105, 0.143, 0.104, 0.052, -0.533, -0.285, 0.109, 0.099, 0.132, 0.137, 0.150, 0.140, 0.170, 0.178]}